--- 1 ---
{"formula": "C4H15NO3", "method": "wB97M-V/def2-TZVPD", "elements": ["C", "C", "C", "C", "N", "H", "H", "H", "H", "H", "H", "H", "H", "H", "H", "H", "O", "H", "H", "O", "H", "H", "O"], "coordinates": [[-2.2446, 0.7343, -1.4962], [-1.1501, 0.4236, -0.4717], [-0.3755, -0.7979, -0.8449], [-0.5912, -1.9820, -0.2386], [0.5733, -0.6217, -1.8240], [-3.1127, 1.2536, -1.0740], [-1.8430, 1.2979, -2.3418], [-2.6706, -0.1848, -1.8906], [-0.4803, 1.2810, -0.4780], [-1.4628, 0.3607, 0.5653], [-1.1941, -1.9858, 0.6667], [-0.2086, -2.9386, -0.5757], [0.5251, 0.2521, -2.3384], [0.8997, -1.3979, -2.3775], [2.5639, 0.2206, 0.2680], [2.5908, 0.0087, 1.8346], [2.8195, 0.6204, 1.1119], [0.7382, -0.4294, 2.4422], [0.7084, -1.6698, 1.5260], [1.1630, -1.2886, 2.2988], [1.4003, 1.7594, 1.3608], [0.6497, 3.0208, 1.8983], [0.7016, 2.0633, 1.9786]], "nbo_charge": [-0.684, -0.574, 0.126, -0.665, -1.017, 0.198, 0.192, 0.197, 0.199, 0.215, 0.191, 0.196, 0.311, 0.357, 0.467, 0.493, -1.054, 0.478, 0.490, -0.999, 0.493, 0.443, -1.053], "lumo_ev": [3.9, 3.7], "e_homo_ev": [0.946, -4.881], "homo_lumo_gap_ha": [0.107, 0.315], "spin_multiplicity": 2, "total_charge": -1}

***

--- 2 ---
{"formula": "C4H15NO3", "method": "wB97M-V/def2-TZVPD", "elements": ["N", "C", "C", "C", "C", "H", "H", "H", "H", "H", "H", "H", "H", "H", "H", "H", "O", "H", "H", "O", "H", "H", "O"], "coordinates": [[0.2354, 0.1512, 0.5921], [0.4680, 1.1428, -0.4379], [-0.0805, 0.4290, -1.7176], [-1.2389, -0.3913, -1.2017], [-0.9858, -0.6290, 0.2869], [-0.0188, 0.6210, 1.4629], [0.0460, 2.1454, -0.3451], [1.5462, 1.2797, -0.6256], [-0.2476, 1.0310, -2.6057], [0.7826, -0.2197, -1.9810], [-2.2086, 0.1587, -1.3094], [-1.4677, -1.2534, -1.8370], [-1.8871, -0.4557, 0.8932], [-0.7934, -1.7174, 0.4384], [2.7317, -0.2091, 1.6568], [1.7557, -1.3862, 1.6079], [2.6578, -1.1662, 1.8611], [-2.2573, 2.7681, 0.7605], [-2.0150, 3.3672, 2.2584], [-1.6450, 2.8513, 1.5171], [2.0697, -3.4527, -0.3168], [0.7936, -2.5006, -0.4502], [1.7590, -2.5640, -0.5073]], "nbo_charge": [-0.668, -0.253, -0.427, -0.494, -0.311, 0.386, 0.199, 0.167, 0.205, 0.191, 0.194, 0.196, 0.198, 0.132, 0.469, 0.490, -0.967, 0.354, 0.372, -1.417, 0.465, 0.475, -0.954], "lumo_ev": [3.2, 3.1], "e_homo_ev": [0.758, -5.868], "homo_lumo_gap_ha": [0.091, 0.330], "spin_multiplicity": 2, "total_charge": -1}

***

--- 3 ---
{"formula": "C4H15NO3", "method": "wB97M-V/def2-TZVPD", "elements": ["C", "O", "C", "C", "C", "N", "H", "H", "H", "H", "H", "H", "H", "H", "H", "H", "H", "H", "H", "O", "H", "H", "O"], "coordinates": [[-1.3713, 1.1786, 1.3021], [-2.6066, 0.6699, 0.8374], [-0.1561, 0.4148, 0.8040], [1.1336, 0.5809, 1.6637], [1.6001, -0.7157, 2.3431], [0.0701, 0.5876, -0.6238], [-1.2772, 2.1911, 0.8708], [-1.3334, 1.1909, 2.3875], [-2.5069, 0.4910, -0.1043], [-0.4055, -0.6479, 0.9185], [1.9167, 0.9585, 1.0063], [1.0197, 1.3392, 2.4412], [1.1683, -0.7681, 3.3450], [2.6895, -0.7408, 2.4127], [1.3336, -1.6294, 1.8103], [0.8864, 0.0400, -0.9113], [0.4177, 1.5114, -0.8869], [3.5947, -1.2839, -3.2895], [2.2258, -1.8338, -2.8255], [2.6861, -1.0129, -3.0803], [-1.2695, -0.5736, -1.7362], [-2.3120, -0.8060, -2.8167], [-1.7296, -1.2859, -2.2143]], "nbo_charge": [-0.067, -0.734, -0.132, -0.478, -0.683, -0.913, 0.146, 0.174, 0.474, 0.190, 0.204, 0.185, 0.186, 0.206, 0.205, 0.380, 0.350, 0.346, 0.361, -1.335, 0.487, 0.444, -0.996], "lumo_ev": [3.4, 3.3], "e_homo_ev": [0.971, -6.753], "homo_lumo_gap_ha": [0.091, 0.368], "spin_multiplicity": 2, "total_charge": -1}

***

--- 4 ---
{"formula": "C4H15NO3", "method": "wB97M-V/def2-TZVPD", "elements": ["C", "N", "C", "C", "C", "H", "H", "H", "H", "H", "H", "H", "H", "H", "H", "H", "O", "H", "H", "O", "H", "H", "O"], "coordinates": [[-0.2063, 1.7819, 1.3976], [0.1625, -0.7571, 0.2426], [0.1412, 0.3762, -0.6149], [-0.0779, 1.5763, -0.0944], [0.2125, 0.1698, -2.1038], [-0.5743, 2.7721, 1.6841], [-0.8958, 1.0252, 1.8166], [0.7279, 1.7331, 1.9277], [-0.7118, -0.8930, 0.8487], [0.2645, -1.7195, -0.2238], [-0.1332, 2.5349, -0.6762], [-0.6352, -0.4963, -2.2384], [1.1386, -0.4060, -2.4071], [0.1781, 1.1276, -2.6928], [-2.7499, -0.2075, -1.2022], [-2.8824, -0.1440, -2.6102], [-3.3005, 0.1250, -1.7889], [3.6825, -0.6673, 0.9247], [2.7558, -0.4463, -0.3641], [3.5629, -0.6342, -0.1078], [0.4119, -1.4358, 2.8404], [-0.9036, -1.8429, 3.4494], [-0.4158, -1.8734, 2.6114]], "nbo_charge": [-0.753, -0.921, 0.106, -0.272, -0.660, 0.194, 0.212, 0.205, 0.407, 0.364, 0.189, 0.190, 0.205, 0.218, 0.452, 0.453, -0.932, 0.447, 0.463, -0.991, 0.389, 0.365, -1.332], "lumo_ev": [3.3, 3.1], "e_homo_ev": [0.743, -5.039], "homo_lumo_gap_ha": [0.094, 0.300], "spin_multiplicity": 2, "total_charge": -1}

***

Tell me which of them is the most stable. Sure, it is 1.

***

--- 1 ---
{"formula": "C7H15N", "method": "wB97M-V/def2-TZVPD", "elements": ["C", "C", "C", "C", "C", "N", "C", "C", "H", "H", "H", "H", "H", "H", "H", "H", "H", "H", "H", "H", "H", "H", "H"], "coordinates": [[-1.0485, 3.1652, 0.4622], [-1.0605, 1.6604, 0.6251], [0.0917, 0.9979, -0.2026], [0.0116, -0.4700, -0.0527], [-0.9276, -1.1417, -0.8376], [-1.1212, -2.4620, -0.8138], [1.0112, -1.2269, 0.7369], [2.1702, -1.6876, -0.1510], [-0.2018, 3.6761, 0.9109], [-1.0354, 3.4139, -0.5970], [-1.9944, 3.5896, 0.8115], [-2.0185, 1.2533, 0.3086], [-0.9222, 1.2938, 1.6462], [-0.1315, 1.2204, -1.2498], [1.0665, 1.4047, 0.0412], [-1.6707, -0.6521, -1.4554], [-1.1914, -2.8797, -1.7361], [-0.5615, -2.9860, -0.1491], [0.5508, -2.0961, 1.2269], [1.3842, -0.7172, 1.6223], [2.0653, -2.6353, -0.6640], [3.0942, -1.7808, 0.4126], [2.4394, -0.9399, -0.8953]], "nbo_charge": [-0.614, -0.360, -0.477, 0.269, 0.088, -0.620, -0.503, -0.611, 0.226, 0.212, 0.237, 0.206, 0.210, 0.238, 0.247, 0.232, 0.430, 0.407, 0.221, 0.264, 0.223, 0.251, 0.224], "lumo_ev": [-3.4, -6.8], "e_homo_ev": [-13.850, -15.391], "homo_lumo_gap_ha": [0.383, 0.317], "spin_multiplicity": 2, "total_charge": 1}

***

--- 2 ---
{"formula": "C7H15N", "method": "wB97M-V/def2-TZVPD", "elements": ["C", "C", "C", "C", "H", "H", "H", "H", "H", "H", "H", "H", "N", "C", "C", "C", "H", "H", "H", "H", "H", "H", "H"], "coordinates": [[1.1079, -0.6639, -1.8546], [0.6765, 0.6101, -1.7720], [-0.6073, 1.1387, -2.3478], [2.4137, -1.2224, -1.3149], [0.5287, -1.4078, -2.3983], [1.2753, 1.3796, -1.2737], [-1.2959, 1.4897, -1.5572], [-0.3884, 1.9420, -3.0371], [-1.0988, 0.3589, -2.9563], [3.0583, -0.4297, -0.9176], [3.0675, -1.7183, -2.0552], [2.2794, -1.9685, -0.5135], [-0.2486, 0.7392, 3.4207], [-0.6314, 0.6905, 2.0579], [-2.2920, -0.8664, 1.0733], [-1.0757, -0.6765, 1.6387], [-0.0306, 1.6867, 3.7580], [0.6203, 0.2093, 3.4923], [0.1482, 1.0089, 1.3399], [-1.5385, 1.2525, 1.8455], [-2.6659, -1.9355, 0.7827], [-2.8864, -0.0544, 0.7170], [-0.4162, -1.5627, 1.8722]], "nbo_charge": [0.124, 0.125, -0.702, -0.718, 0.227, 0.227, 0.300, 0.287, 0.244, 0.244, 0.298, 0.301, -0.797, -0.255, -0.387, -0.187, 0.375, 0.352, 0.131, 0.200, 0.217, 0.192, 0.202], "lumo_ev": [-4.4, -8.9], "e_homo_ev": [-12.342, -12.249], "homo_lumo_gap_ha": [0.292, 0.124], "spin_multiplicity": 2, "total_charge": 1}

***

Tell me which of them is the most stable. Sure, it is 1.

***

--- 1 ---
{"formula": "C5H9NO", "method": "wB97M-V/def2-TZVPD", "elements": ["C", "C", "C", "C", "C", "N", "O", "H", "H", "H", "H", "H", "H", "H", "H", "H"], "coordinates": [[1.4036, 1.6019, -0.0890], [0.8827, -1.0776, -0.5798], [-0.4828, -0.2700, 1.4764], [-1.4072, -0.3700, -0.9671], [-0.2265, -0.1387, -0.0357], [0.1968, 1.3768, -0.3481], [1.8575, -1.3197, 0.0850], [1.5508, 2.7222, -0.2332], [2.2931, 1.0221, 0.2454], [0.6305, -1.4045, -1.5569], [-1.1012, -1.0533, 1.5742], [-0.8554, 0.5873, 1.7811], [0.5255, -0.4314, 1.9200], [-1.1820, -0.4230, -1.9599], [-2.0364, -1.2534, -0.5114], [-2.0488, 0.4313, -0.8009]], "nbo_charge": [-0.078, -0.044, -0.610, -0.605, 0.113, -0.381, -0.273, 0.175, 0.193, 0.229, 0.211, 0.215, 0.218, 0.213, 0.202, 0.223], "lumo_ev": [1.0, -2.4], "e_homo_ev": [-6.158, -9.970], "homo_lumo_gap_ha": [0.263, 0.278], "spin_multiplicity": 3, "total_charge": 0}

***

--- 2 ---
{"formula": "C5H9NO", "method": "wB97M-V/def2-TZVPD", "elements": ["C", "C", "C", "C", "C", "N", "O", "H", "H", "H", "H", "H", "H", "H", "H", "H"], "coordinates": [[-1.1401, 1.8481, 0.0247], [1.5811, 0.3471, -0.5930], [0.5245, -1.0114, 1.3226], [-0.7444, -0.8597, -0.8878], [0.1479, -0.1497, 0.1195], [-0.3193, 1.1131, 0.6188], [2.6585, 0.1534, -0.1414], [-1.3966, 2.7851, 0.5035], [-1.6417, 1.6405, -0.9249], [1.3825, 0.8975, -1.5278], [1.5148, -0.7267, 1.6736], [0.5401, -2.0654, 1.0597], [-0.1812, -0.8501, 2.1315], [-1.7350, -0.9786, -0.4469], [-0.8407, -0.2989, -1.8152], [-0.3505, -1.8444, -1.1169]], "nbo_charge": [-0.054, -0.009, -0.621, -0.650, 0.161, -0.424, -0.281, 0.174, 0.141, 0.230, 0.234, 0.209, 0.227, 0.220, 0.214, 0.229], "lumo_ev": [1.0, -2.5], "e_homo_ev": [-5.776, -9.733], "homo_lumo_gap_ha": [0.247, 0.265], "spin_multiplicity": 3, "total_charge": 0}

***

Tell me which of them is the most stable. Sure, it is 2.